A 2-piece molecular cluster, C5H13NO overall at a distorted geometry. Source: the Open Molecules 2025 dataset; level of theory: ωB97M-V/def2-TZVPD.

Its calculated total energy is -8931.678 eV. The calculation puts the LUMO energy at 0.878 eV. Its energy above the lowest of the compared OMol25 structures with the same formula, charge and spin is 2.333 eV. The HOMO energy is -0.3671 hartree.

Last column: Mulliken charge in e.
CARTESIAN COORDINATES (ANGSTROEM)
C: -1.041 -0.116 1.613  -1.37
C: -0.117 0.574 0.672  0.36
C: -0.905 1.506 -0.298  -0.79
C: -0.796 0.793 -1.647  -0.33
C: 0.066 -0.548 -1.512  -0.78
N: 0.738 -0.397 -0.119  -0.61
H: -1.402 0.645 2.414  0.35
H: -0.469 -0.785 2.315  0.34
H: -1.836 -0.714 1.106  0.29
H: 0.666 1.367 1.062  0.29
H: -1.858 1.669 0.187  0.34
H: -0.587 2.581 -0.324  0.30
H: -1.787 0.440 -2.011  0.24
H: -0.520 1.603 -2.426  0.27
H: 0.804 -0.783 -2.226  0.36
H: -0.551 -1.394 -1.460  0.35
H: 1.386 0.340 -0.334  0.31
O: 2.995 -2.137 1.137  -0.65
H: 2.384 -1.630 0.709  0.44
H: 2.830 -3.014 1.144  0.29